Entry from the OMol25 dataset: the molecule C3H4N2OS in a non-equilibrium geometry (ωB97M-V/def2-TZVPD).

For the largest force on an atom, the calculation gives 2.16 eV Å⁻¹. Its multiplicity is 1. The charge is 0. The value obtained for the HOMO energy is -8.56 eV. The SMILES is Nn1ccc(=S)o1. For the total energy, the calculation gives -699.54749 Ha. For the orbital gap, the calculation gives 8.41 eV. The relative energy (zero: lowest compared OMol25 entry of this formula, charge and spin) comes out at 327.2 kJ/mol.

The geometry in XYZ format:
```
11
Properties=species:S:1:pos:R:3:forces:R:3
C 0.451 0.965 -0.240 -0.003 1.631 1.423
C -0.875 1.242 -0.016 1.036 -1.388 -0.220
C -1.527 -0.096 -0.127 -0.899 1.051 -0.583
H 1.222 -1.230 1.206 0.834 0.122 -1.398
H 2.027 -1.808 -0.262 -0.579 1.232 1.488
H 1.356 1.597 -0.024 -1.202 -0.650 -0.642
H -1.379 2.197 0.237 0.569 -1.054 -0.289
N 1.702 -0.965 0.298 -1.187 -1.200 -0.943
N 0.723 -0.359 -0.559 -0.272 0.265 0.676
O -0.583 -0.993 -0.485 0.615 -0.389 0.379
S -3.116 -0.549 -0.029 1.088 0.379 0.108
```
Positions in Å, forces in eV/Å.

***

Entry from the OMol25 dataset: a structure of composition C3H4N2OS in a non-equilibrium geometry (ωB97M-V/def2-TZVPD).

For the largest force on an atom, the calculation gives 5.57 eV Å⁻¹. Its multiplicity is 1. The charge is 0. The value obtained for the HOMO energy (spin up / spin down) is -9.65 / -9.65 eV. For the total energy, the calculation gives -699.34093 Ha. For the orbital gap (spin up / spin down), the calculation gives 8.89 / 8.89 eV. The relative energy (zero: lowest compared OMol25 entry of this formula, charge and spin) comes out at 869.6 kJ/mol.

The geometry in XYZ format:
```
11
Properties=species:S:1:pos:R:3:forces:R:3
C -0.238 0.911 0.773 0.193 -1.534 -3.851
C -0.101 0.973 -0.581 -0.454 0.966 -0.126
C -0.684 -1.147 -0.097 -3.745 -2.008 2.292
N 0.024 -0.524 1.103 -0.024 0.042 0.881
N 0.151 -0.460 -1.023 1.057 1.601 -2.286
O 2.745 0.876 -0.111 -3.441 -4.353 0.537
S 1.454 -0.783 0.062 3.773 3.456 -0.105
H -0.728 1.533 1.436 -0.187 1.252 1.404
H -0.087 1.773 -1.410 -0.180 -1.454 1.876
H -0.722 -2.339 -0.085 0.799 2.588 -0.230
H -1.812 -0.813 -0.068 2.211 -0.556 -0.393
```
Positions in Å, forces in eV/Å.

***

Entry from the OMol25 dataset: a structure of composition C3H4N2OS in a non-equilibrium geometry (ωB97M-V/def2-TZVPD).

For the largest force on an atom, the calculation gives 6.36 eV Å⁻¹. Its multiplicity is 1. The charge is 0. The value obtained for the HOMO energy is -8.53 eV. For the total energy, the calculation gives -699.58718 Ha. For the orbital gap, the calculation gives 9.16 eV. The relative energy (zero: lowest compared OMol25 entry of this formula, charge and spin) comes out at 223.0 kJ/mol.

The geometry in XYZ format:
```
11
Properties=species:S:1:pos:R:3:forces:R:3
C 0.001 1.351 -0.495 1.565 0.142 2.194
C 1.411 -0.109 0.108 5.597 0.832 -1.605
C 0.216 -0.571 0.168 -0.477 -5.649 2.882
H -0.635 3.281 -0.971 -0.503 -3.556 -0.581
H -1.816 1.888 -1.017 1.719 0.816 -0.123
H 2.415 -0.756 0.099 -2.470 2.071 0.237
H -0.752 -1.629 1.805 -0.733 0.563 2.257
N -0.807 2.182 -1.117 -2.427 5.106 -0.494
N 1.279 1.272 -0.338 0.371 -1.156 -0.642
O -0.672 0.342 0.091 -3.417 2.272 -2.232
S -0.432 -2.108 0.678 0.776 -1.440 -1.894
```
Positions in Å, forces in eV/Å.

***

Entry from the OMol25 dataset: the molecule C3H4N2OS2 (ωB97M-V/def2-TZVPD).

For the largest force on an atom, the calculation gives 0.85 eV Å⁻¹. Its multiplicity is 1. The charge is 0. The value obtained for the HOMO energy is -9.56 eV. The SMILES is [H]/N=C(/N)SC(=O)C=S. For the total energy, the calculation gives -1097.81629 Ha. For the orbital gap, the calculation gives 7.76 eV. The relative energy (zero: lowest compared OMol25 entry of this formula, charge and spin) comes out at 100.4 kJ/mol.

The geometry in XYZ format:
```
12
Properties=species:S:1:pos:R:3:forces:R:3
C 0.026 0.961 -1.305 0.264 -0.010 0.024
C -0.001 -0.754 1.031 -0.341 0.110 -0.092
C 0.805 -1.599 1.991 -0.163 -0.163 0.165
H -1.852 1.391 -1.830 0.338 -0.217 0.023
H -1.734 0.294 -0.546 0.093 -0.240 0.213
H 1.589 1.879 -1.870 0.081 0.055 -0.012
H 1.849 -1.730 1.723 0.114 0.014 -0.004
N -1.295 0.676 -1.366 -0.715 0.402 -0.223
N 0.585 1.855 -2.004 -0.016 -0.151 0.100
O -1.181 -0.550 1.154 0.245 -0.019 0.001
S 1.042 -0.142 -0.272 -0.012 0.083 0.010
S 0.169 -2.280 3.292 0.112 0.136 -0.206
```
Positions in Å, forces in eV/Å.